[1]
The following is a quantum chemistry calculation of 2 unconnected molecules or ions with the total composition C4H11NO at a distorted geometry, from OMol25.

```
17
Properties=species:S:1:pos:R:3:lowdin_charge:R:1
C 1.95 -0.53 -1.29 -0.03
C 0.95 -0.46 -0.19 -0.03
C -0.36 -0.73 -0.46 -0.09
N -1.37 -0.68 0.45 0.07
C -1.13 -0.37 1.89 0.00
H 1.41 -0.68 -2.22 0.09
H 2.54 0.38 -1.42 0.11
H 2.70 -1.30 -1.11 0.11
H 1.18 -0.58 0.86 0.13
H -0.71 -1.00 -1.45 0.16
H -2.24 -0.33 0.03 0.17
H -0.57 0.56 1.95 0.10
H -2.08 -0.18 2.38 0.11
H -0.55 -1.22 2.22 0.11
H -0.39 3.14 -0.55 0.06
H -0.38 1.62 -0.56 -0.03
O -0.96 2.37 -0.52 -0.03
```

The gap between HOMO and LUMO (spin up / spin down) comes out at 11.25 / 7.95 eV. Its multiplicity is 2. The energy relative to the best compared isomer or geometry (same formula, charge and spin) is 96.12 kJ/mol. The calculation puts the LUMO energy (spin up / spin down) at -0.1344 / -0.2755 hartree. As for the expectation value of S²: 0.769. For the calculated total energy, the calculation gives -288.6786 a.u. The charge is +1.

---

[2]
The following is a quantum chemistry calculation of a single C15H14N2O5 molecule at a distorted geometry, from OMol25.

```
36
Properties=species:S:1:pos:R:3:lowdin_charge:R:1
C -1.06 -3.12 0.46 -0.05
C -0.92 -1.96 1.43 -0.21
O -0.81 -0.69 0.80 -0.06
C -1.92 -0.04 0.36 -0.21
C -3.21 -0.56 0.40 -0.01
C -4.29 0.20 -0.03 -0.08
C -4.10 1.49 -0.50 -0.09
C -2.83 2.01 -0.53 -0.02
C -1.73 1.27 -0.13 -0.19
N -0.48 1.90 -0.11 0.13
C 0.78 1.40 -0.21 -0.16
C 1.82 2.17 0.35 0.00
C 3.12 1.72 0.38 0.00
C 3.44 0.47 -0.15 -0.13
C 4.82 -0.07 -0.11 -0.49
O 5.15 -1.14 -0.53 0.11
O 5.69 0.77 0.47 0.10
C 2.45 -0.28 -0.76 0.09
C 1.14 0.18 -0.83 -0.08
N 0.23 -0.57 -1.63 -0.34
O 0.50 -1.73 -1.86 0.06
O -0.74 0.01 -2.08 0.10
H -0.24 -3.12 -0.26 0.06
H -1.04 -4.05 1.01 0.08
H -1.99 -3.06 -0.10 0.07
H 0.03 -2.05 1.98 0.13
H -1.74 -1.94 2.16 0.12
H -3.39 -1.56 0.76 0.10
H -5.28 -0.23 0.00 0.10
H -4.94 2.08 -0.83 0.10
H -2.67 3.02 -0.89 0.12
H -0.53 2.88 0.11 0.15
H 1.58 3.13 0.78 0.12
H 3.89 2.33 0.82 0.12
H 6.57 0.36 0.47 0.13
H 2.69 -1.23 -1.21 0.14
```

The gap between HOMO and LUMO comes out at 7.79 eV. The energy relative to the best compared isomer or geometry (same formula, charge and spin) is 306.28 kJ/mol. The calculation puts the LUMO energy at -0.0083 hartree. For the calculated total energy, the calculation gives -1065.6384 a.u. As for the SMILES: CCOc1ccccc1Nc1ccc(C(=O)O)cc1[N+](=O)[O-].

---

[3]
The following is a quantum chemistry calculation of a single C3H4NP molecule at a distorted geometry, from OMol25.

```
9
Properties=species:S:1:pos:R:3:lowdin_charge:R:1
C -0.99 -0.38 1.42 -0.27
P 0.62 -0.76 1.49 0.76
N 1.44 -0.04 0.20 -0.19
C 0.75 0.23 -0.80 -0.32
C -0.29 0.37 -1.47 -0.04
H -1.38 -0.27 0.34 -0.05
H 1.37 -0.13 2.40 -0.06
H -0.97 1.13 -1.16 0.07
H -0.54 -0.16 -2.42 0.10
```

The gap between HOMO and LUMO (spin up / spin down) comes out at 7.99 / 7.99 eV. The energy relative to the best compared isomer or geometry (same formula, charge and spin) is 451.89 kJ/mol. The calculation puts the LUMO energy (spin up / spin down) at -0.0331 / -0.0331 hartree. For the calculated total energy, the calculation gives -512.6038 a.u. As for the SMILES: C#[PH]N=C=C.

---

[4]
The following is a quantum chemistry calculation of 2 unconnected molecules or ions with the total composition CH2NO3P at a distorted geometry, from OMol25.

```
8
Properties=species:S:1:pos:R:3:lowdin_charge:R:1
C 0.38 0.43 0.13 -0.46
N 2.16 -0.63 0.32 -0.32
O -2.33 0.75 0.67 -0.45
O -0.32 0.49 -1.15 -0.36
O -1.77 -1.61 -0.08 -0.49
P -1.27 -0.16 0.21 0.32
H 0.83 1.42 0.63 0.04
H 2.32 -0.69 -0.73 -0.27
```

The gap between HOMO and LUMO (spin up / spin down) comes out at 5.39 / 5.39 eV. The energy relative to the best compared isomer or geometry (same formula, charge and spin) is 522.34 kJ/mol. The calculation puts the LUMO energy (spin up / spin down) at 0.2687 / 0.2687 hartree. For the calculated total energy, the calculation gives -660.9845 a.u. The charge is -2.

---

[5]
The following is a quantum chemistry calculation of a molecular structure, C17H29FGdNO2P2 at a distorted geometry, from OMol25.

```
53
Properties=species:S:1:pos:R:3:lowdin_charge:R:1
C 3.43 -0.34 2.36 -0.05
C 2.40 0.21 1.55 -0.37
N 1.09 -0.12 1.89 -0.12
C 0.80 -0.88 2.95 -0.38
C 1.79 -1.33 3.81 -0.08
C 3.13 -1.09 3.49 -0.08
C 2.73 1.04 0.43 -0.32
P 1.58 1.96 -0.59 0.74
Gd -0.67 1.23 1.15 1.16
P -1.83 -1.30 1.79 0.79
C -0.71 -1.15 3.27 -0.32
C -1.88 0.76 -2.36 -0.17
C -2.27 2.11 -2.55 -0.09
C -3.45 2.37 -3.25 -0.09
C -4.21 1.26 -3.71 -0.10
C -3.91 -0.08 -3.36 -0.10
C -2.73 -0.33 -2.63 -0.09
O 4.96 -1.79 -1.76 -0.08
O 0.92 -2.93 -2.33 -0.09
H 4.45 -0.15 2.02 0.11
H 1.46 -1.90 4.68 0.10
H 3.90 -1.50 4.12 0.10
C 1.98 3.71 -0.11 -0.28
C 2.33 1.86 -2.28 -0.27
H -0.77 -2.09 3.85 0.10
H -1.05 -0.29 3.91 0.10
H 5.73 -1.87 -2.31 0.01
H 3.80 1.00 0.11 0.06
C -3.46 -1.19 2.62 -0.29
C -1.68 -3.10 1.47 -0.27
H -1.66 2.92 -2.11 0.11
H -3.76 3.42 -3.47 0.11
H -5.11 1.45 -4.34 0.10
H -4.58 -0.93 -3.66 0.11
H -2.47 -1.34 -2.32 0.09
H -0.68 0.98 -0.68 -0.13
H 1.41 -2.13 -2.04 0.03
H -0.01 -2.73 -2.04 0.04
H 4.72 -2.73 -1.51 0.07
H -0.94 0.44 -2.13 0.00
H 2.93 4.02 -0.56 0.03
H 1.16 4.33 -0.47 0.02
H 2.03 3.75 0.98 0.03
H 3.17 2.55 -2.44 0.04
H 2.65 0.82 -2.49 0.04
H 1.52 2.13 -2.97 0.02
H -2.11 -3.72 2.28 0.05
H -2.22 -3.30 0.54 0.04
H -0.63 -3.37 1.32 0.05
H -3.65 -2.03 3.31 0.05
H -3.54 -0.24 3.17 0.05
H -4.22 -1.19 1.83 0.04
F -1.87 2.81 1.60 -0.64
```

The gap between HOMO and LUMO (spin up / spin down) comes out at 6.52 / 5.87 eV. Its multiplicity is 8. The energy relative to the best compared isomer or geometry (same formula, charge and spin) is 13.19 kJ/mol. The calculation puts the LUMO energy (spin up / spin down) at 0.0104 / -0.0134 hartree. As for the expectation value of S²: 16.125. For the calculated total energy, the calculation gives -2418.5440 a.u.

---

[6]
The following is a quantum chemistry calculation of 2 unconnected molecules or ions with the total composition C9H14 at a distorted geometry, from OMol25.

```
23
Properties=species:S:1:pos:R:3:lowdin_charge:R:1
C -1.83 -0.90 2.55 -0.05
C -1.55 -0.82 1.06 -0.21
C -2.56 -0.74 0.06 -0.02
C -2.13 -0.79 -1.32 -0.11
C -0.85 -0.56 -1.66 -0.16
C 0.12 -0.45 -0.72 -0.14
C -0.18 -0.79 0.57 -0.03
H -2.23 -1.83 2.97 0.08
H -2.61 -0.32 2.87 0.04
H -0.87 -1.02 3.07 0.08
H -3.55 -1.02 0.30 0.08
H -2.80 -1.00 -2.22 0.12
H -0.58 -0.77 -2.86 0.17
H 1.04 -0.41 -1.19 0.07
H 0.59 -0.94 1.27 0.09
C 2.53 1.26 0.16 -0.13
C 2.44 1.75 -1.29 -0.16
H 2.13 1.92 0.84 0.04
H 2.05 0.38 0.41 0.00
H 3.60 1.31 0.36 0.08
H 1.55 1.62 -1.87 0.04
H 3.23 1.33 -2.02 0.10
H 2.47 2.79 -1.33 0.03
```

The gap between HOMO and LUMO comes out at 9.93 eV. The energy relative to the best compared isomer or geometry (same formula, charge and spin) is 255.16 kJ/mol. The calculation puts the LUMO energy at 0.0359 hartree. For the calculated total energy, the calculation gives -351.2330 a.u. As for the SMILES: Cc1ccccc1.CC.